# 1
Here is C6H12LiO10P as an isolated structure in a non-equilibrium geometry from the Open Molecules 2025 dataset. Energies are from the ωB97M-V functional and the def2-TZVPD basis.

Computed properties:
HOMO energy = 2.184 eV
Electronic energy = -36382.52028 eV
Spin multiplicity = 1
Energy relative to the best compared isomer or geometry (same formula, charge and spin) = 218.0 kJ/mol
LUMO energy = 0.1549 Ha
Net charge = -2

Structure (XYZ):
```
30
C6H12LiO10P the ωB97M-V functional and the def2-TZVPD basis
Li -1.04 0.68 0.28
P -3.13 2.08 -0.14
O -2.71 0.80 -0.73
O -2.92 3.10 -1.25
O -2.05 2.10 0.81
O -4.38 2.21 0.51
C -1.16 -1.77 -1.99
O -1.34 -2.72 -1.08
C -0.97 -2.32 0.25
O -0.54 -1.20 0.55
O -1.03 -3.42 1.11
C -0.58 -3.06 2.48
H -0.21 -1.53 -2.29
H -1.63 -0.76 -1.76
H -1.63 -2.26 -2.77
H 0.35 -2.59 2.50
H -0.52 -3.67 3.20
H -1.27 -2.34 2.83
C 0.96 3.34 0.56
O 2.20 2.75 -0.05
C 2.30 1.41 -0.26
O 1.34 0.74 -0.07
O 3.52 0.95 -0.80
C 3.63 -0.37 -0.96
H 0.77 2.87 1.38
H 0.13 2.99 0.14
H 0.92 4.30 0.74
H 3.73 -0.95 -0.07
H 4.47 -0.63 -1.58
H 2.76 -0.76 -1.54
```

Löwdin population analysis, charges in e, atoms 1 to 8: atom 1 (Li): 0.58, atom 2 (P): -0.52, atom 3 (O): -0.49, atom 4 (O): -0.52, atom 5 (O): -0.50, atom 6 (O): -0.41, atom 7 (C): -0.15, atom 8 (O): -0.01

=====

# 2
Here is a 2-piece molecular cluster, C6H12N overall in a non-equilibrium geometry from the Open Molecules 2025 dataset. Energies are from the ωB97M-V functional and the def2-TZVPD basis.

Computed properties:
HOMO energy = -13.644 eV
Electronic energy = -7895.30259 eV
Spin multiplicity = 1
Energy relative to the best compared isomer or geometry (same formula, charge and spin) = 459.2 kJ/mol
LUMO energy = -0.1960 Ha
Net charge = +1

Structure (XYZ):
```
19
C6H12N the ωB97M-V functional and the def2-TZVPD basis
C -0.11 -0.99 2.37
C -1.31 -1.36 2.14
C -0.76 -0.28 1.17
C -1.04 1.18 1.46
C -0.45 0.06 -1.42
C -0.41 -0.64 -0.14
N 2.31 0.27 -2.18
H 0.70 -0.92 3.01
H -2.32 -1.83 1.96
H -1.84 1.36 2.04
H -1.24 1.55 0.52
H -0.13 1.74 1.85
H -1.07 0.96 -1.49
H -0.47 -0.70 -2.28
H 0.51 0.52 -1.59
H -0.07 -1.69 -0.36
H 2.79 1.07 -2.46
H 1.93 -0.10 -3.04
H 2.97 -0.21 -1.58
```

Löwdin population analysis, charges in e, atoms 1 to 8: atom 1 (C): 0.12, atom 2 (C): 0.14, atom 3 (C): -0.40, atom 4 (C): 0.01, atom 5 (C): -0.05, atom 6 (C): 0.07, atom 7 (N): 0.03, atom 8 (H): 0.11

=====

# 3
Here is a 2-piece molecular cluster, C6H12N overall in a non-equilibrium geometry from the Open Molecules 2025 dataset. Energies are from the ωB97M-V functional and the def2-TZVPD basis.

Computed properties:
HOMO energy = -11.897 eV
Electronic energy = -7891.62453 eV
Spin multiplicity = 1
Energy relative to the best compared isomer or geometry (same formula, charge and spin) = 814.0 kJ/mol
LUMO energy = -0.2555 Ha
Net charge = +1

Structure (XYZ):
```
19
C6H12N the ωB97M-V functional and the def2-TZVPD basis
C -3.85 -0.23 2.13
C 2.34 1.72 -0.27
C 1.56 0.50 -0.38
C 0.18 0.43 0.20
C 1.27 -1.51 -1.80
C 2.12 -0.67 -0.88
N -2.81 0.24 1.17
H -4.37 0.77 2.32
H -3.82 -0.08 0.67
H 1.86 2.61 0.04
H 3.38 1.67 -0.31
H -0.18 1.36 0.71
H 0.03 -0.39 0.99
H 1.63 -2.55 -1.80
H 1.42 -1.08 -2.85
H 3.22 -0.73 -1.02
H -3.48 -0.64 3.13
H 0.13 -1.56 -1.54
H -0.63 0.15 -0.50
```

Löwdin population analysis, charges in e, atoms 1 to 8: atom 1 (C): -0.10, atom 2 (C): 0.30, atom 3 (C): -0.29, atom 4 (C): -0.09, atom 5 (C): -0.04, atom 6 (C): 0.07, atom 7 (N): -0.03, atom 8 (H): 0.10

=====

Look up the HOMO energy of the first one. 2.184 eV

=====

What is the net charge in the first record? -2